The following is a DFT calculation (ωB97M-V/def2-TZVPD) of the molecule C18H22FNO6.

ORCA input file:
```
! RIJCOSX wB97M-V def2-TZVPD def2/J DEFGRID3
* xyz 0 1
F 2.59 -0.69 -5.45
O 0.21 -2.79 -0.69
O -3.47 0.96 3.01
O -0.93 -4.13 0.71
O 0.75 1.24 0.23
O -1.37 3.61 0.25
O -0.69 3.15 2.35
N -1.48 0.58 1.99
C 1.58 1.25 -1.97
C 1.51 -0.14 -2.05
C -0.82 -3.10 -0.14
C 2.33 1.32 -4.26
C -2.14 -2.38 -0.30
C 1.19 1.89 -0.70
C -2.02 2.83 2.74
C 0.25 -4.88 0.99
C -2.40 1.35 2.58
C 1.85 -0.81 -3.21
C 2.26 -0.06 -4.30
C -1.74 -0.79 1.62
C 1.99 1.98 -3.09
C -0.50 3.53 1.08
C 1.36 3.39 -0.58
C 0.96 3.86 0.82
C 1.08 -4.22 2.08
C -2.00 -0.92 0.12
H 0.48 -4.07 2.98
H -1.17 -0.46 -0.42
H 2.39 3.67 -0.80
H -2.92 -0.38 -0.13
H 2.04 3.05 -3.06
H -0.11 -5.86 1.31
H 1.08 4.94 0.90
H 1.19 -0.71 -1.19
H -0.87 -1.40 1.91
H -2.10 3.10 3.80
H -0.65 0.99 1.59
H 1.93 -4.84 2.33
H 0.84 -4.98 0.07
H 0.69 3.86 -1.31
H -2.61 -1.12 2.20
H 2.65 1.87 -5.13
H 1.57 3.38 1.59
H 1.44 -3.25 1.74
H 1.79 -1.88 -3.27
H -2.73 3.42 2.16
H -2.90 -2.89 0.29
H -2.41 -2.43 -1.36
*
```

Results
Energy relative to the best compared isomer or geometry (same formula, charge and spin): 0.00 kJ/mol

These are the natural (NBO) partial charges, in e, on atoms 1 to 8:
1. F -0.32
2. O -0.63
3. O -0.64
4. O -0.50
5. O -0.60
6. O -0.61
7. O -0.51
8. N -0.62

The following is a DFT calculation (ωB97M-V/def2-TZVPD) of the molecule C18H22N2O3S.

ORCA input file:
```
! RIJCOSX wB97M-V def2-TZVPD def2/J DEFGRID3
* xyz 0 1
S 2.62 -0.31 -3.50
O 3.99 -0.66 -3.73
O -0.31 -0.61 -1.89
O 2.09 0.85 -4.17
N 2.43 -0.05 -1.88
N -0.82 1.36 -0.93
C -3.94 0.98 3.01
C 1.44 0.27 2.92
C -2.52 2.06 1.41
C -3.72 0.09 0.80
C -4.27 0.03 2.06
C -2.25 1.17 -0.93
C 0.18 -1.38 1.09
C 1.62 -1.75 -3.92
C 2.17 -0.34 1.92
C -2.84 1.10 0.46
C 1.49 0.94 -1.44
C -0.55 -0.78 2.11
C 0.04 0.46 -1.43
C 2.33 -1.83 -0.12
C 0.07 0.05 3.02
C 3.18 -0.85 -0.95
C -3.07 2.00 2.68
C 1.54 -1.16 0.98
H 0.65 -1.63 -3.45
H 3.89 -1.40 -1.56
H -0.32 -2.02 0.38
H 3.02 -2.55 0.33
H -3.97 -0.66 0.06
H -1.85 2.87 1.17
H -4.37 0.93 4.00
H 2.14 -2.63 -3.57
H -2.72 2.00 -1.48
H 1.55 1.77 -2.15
H -4.96 -0.77 2.31
H 1.52 -1.77 -5.00
H -0.50 0.52 3.80
H 3.23 -0.19 1.87
H 3.75 -0.19 -0.28
H -2.81 2.75 3.42
H -0.46 2.22 -0.55
H -1.61 -0.97 2.19
H -2.44 0.24 -1.47
H 1.65 -2.36 -0.78
H 1.78 1.30 -0.44
H 1.94 0.91 3.63
*
```

Results
Energy relative to the best compared isomer or geometry (same formula, charge and spin): 111.07 kJ/mol

These are the natural (NBO) partial charges, in e, on atoms 1 to 8:
1. S 2.33
2. O -0.95
3. O -0.66
4. O -0.95
5. N -0.70
6. N -0.61
7. C -0.22
8. C -0.20

The following is a DFT calculation (ωB97M-V/def2-TZVPD) of the molecule C18H22N2O4S2 at a distorted geometry.

ORCA input file:
```
! RIJCOSX wB97M-V def2-TZVPD def2/J DEFGRID3
* xyz 0 1
S 0.71 -2.81 -0.30
S -1.15 3.84 -0.07
O 1.04 -3.62 -1.44
O -1.91 4.44 0.98
O 1.70 -2.70 0.74
O -1.65 3.93 -1.42
N 0.34 4.58 -0.06
N -0.73 -3.29 0.44
C -0.51 1.10 -0.52
C 0.27 -0.97 -2.24
C -0.14 -0.18 0.02
C -0.52 1.28 -1.92
C -0.57 -4.41 1.35
C -0.13 0.27 -2.76
C 2.06 3.53 1.21
C 2.26 3.18 -0.28
C -0.94 1.87 1.74
C 0.25 -1.18 -0.89
C -1.50 -5.23 -0.74
C -1.72 -3.72 -0.53
C 1.32 4.15 -1.03
C -0.87 2.11 0.40
C -0.60 0.60 2.25
C 1.02 4.66 1.21
C -0.19 -0.39 1.41
C -0.66 -5.67 0.48
H -2.44 -5.76 -0.79
H 1.99 2.15 -0.47
H -0.65 0.43 3.32
H 0.38 -4.31 1.87
H 0.29 4.59 2.01
H -0.86 2.22 -2.31
H 1.51 5.64 1.27
H 0.82 3.69 -1.88
H 0.59 -1.77 -2.88
H -1.39 -4.37 2.08
H 3.29 3.33 -0.59
H -1.11 -6.50 1.01
H -0.13 0.42 -3.83
H 1.87 5.03 -1.37
H -0.94 -5.40 -1.66
H 0.11 -1.35 1.79
H 2.99 3.86 1.68
H -1.26 2.66 2.39
H -2.71 -3.51 -0.11
H -1.59 -3.14 -1.45
H 1.69 2.66 1.76
H 0.34 -5.96 0.16
*
```

Results
Energy relative to the best compared isomer or geometry (same formula, charge and spin): 79.88 kJ/mol

These are the natural (NBO) partial charges, in e, on atoms 1 to 8:
1. S 2.31
2. S 2.33
3. O -0.95
4. O -0.94
5. O -0.94
6. O -0.94
7. N -0.65
8. N -0.66

The following is a DFT calculation (ωB97M-V/def2-TZVPD) of the molecule C18H22N6O at a distorted geometry.

ORCA input file:
```
! RIJCOSX wB97M-V def2-TZVPD def2/J DEFGRID3
* xyz 0 1
O 2.52 -2.54 -0.51
N 1.79 2.45 1.54
N 0.53 -3.12 0.16
N 0.55 1.89 1.77
N -2.75 -4.47 -2.16
N 2.72 1.56 1.51
N 1.79 -2.93 -1.65
C -0.48 -3.45 -3.42
C 0.76 -1.90 2.77
C 2.96 -0.90 1.88
C 2.03 -2.15 1.91
C -0.50 4.17 1.26
C 1.65 -2.62 0.54
C -1.63 2.55 2.69
C -1.62 -3.79 -4.14
C -0.53 -3.62 -2.01
C -0.71 2.65 1.47
C -3.89 -4.86 -4.31
C 0.63 -3.26 -1.18
C -1.67 -4.14 -1.43
C 0.77 0.52 1.94
C -0.07 -0.69 2.25
C 2.14 0.38 1.82
C -2.75 -4.35 -3.49
C -1.35 2.05 0.22
H 1.12 -1.68 3.75
H -4.42 -4.03 -4.77
H 3.60 -0.89 2.75
H -1.42 0.97 0.24
H 0.15 -2.81 2.83
H -1.75 -4.26 -0.36
H -4.61 -5.39 -3.68
H -0.76 2.31 -0.67
H -2.06 1.55 2.69
H -1.11 2.76 3.64
H -1.68 -3.66 -5.23
H -0.02 4.65 2.13
H -0.63 -0.98 1.36
H -0.83 -0.44 3.02
H -2.35 2.43 0.10
H 2.57 -2.98 2.35
H 0.42 -3.02 -3.88
H 3.62 -0.87 0.98
H -2.49 3.22 2.59
H -3.50 -5.50 -5.10
H -1.46 4.70 1.15
H 0.09 4.38 0.37
*
```

Results
Energy relative to the best compared isomer or geometry (same formula, charge and spin): 286.03 kJ/mol

These are the natural (NBO) partial charges, in e, on atoms 1 to 8:
1. O -0.30
2. N -0.06
3. N -0.53
4. N -0.19
5. N -0.43
6. N -0.23
7. N -0.14
8. C -0.12